Density functional theory data (ωB97M-V/def2-TZVPD) for a molecular structure, C34H23Cl5N3OPZn in a non-equilibrium geometry.

## Properties
- calculated total energy (Eh) = -5970.58065
- lowest unoccupied orbital energy (eV) = 0.059

The geometry in XYZ format:
```
68
Properties=species:S:1:pos:R:3:lowdin_charge:R:1
Zn 0.512 0.886 0.713 0.730
Cl -0.197 3.215 7.429 0.676
C -0.004 2.316 5.980 -0.724
C 0.118 2.981 4.767 -0.714
Cl 0.092 4.692 4.707 0.700
C 0.248 2.256 3.594 -0.583
Cl 0.465 3.079 2.100 0.789
C 0.225 0.850 3.554 -0.469
O 0.286 0.173 2.464 -0.187
C 0.136 0.207 4.813 -0.609
Cl 0.173 -1.505 4.814 0.741
C 0.026 0.921 5.995 -0.705
Cl -0.085 0.090 7.489 0.697
N 2.161 -0.553 -0.306 -0.182
P 0.768 -1.486 -0.653 1.088
C 0.082 -0.193 -1.856 -0.552
C -0.920 -0.709 -2.821 -0.070
C -1.434 0.035 -3.806 -0.068
C -1.152 1.431 -4.069 -0.077
C -0.340 2.247 -3.383 -0.042
C 0.510 1.828 -2.222 -0.296
C 1.439 -2.741 -1.811 -0.353
C 0.830 -3.992 -1.831 -0.109
C 1.342 -5.008 -2.617 -0.085
C 2.473 -4.788 -3.386 -0.086
C 3.088 -3.547 -3.369 -0.081
C 2.570 -2.526 -2.592 -0.090
C 2.828 -0.702 0.893 -0.442
C 3.677 0.307 1.361 -0.031
C 4.230 0.145 2.613 -0.065
C 3.943 -1.010 3.331 -0.067
C 3.103 -1.953 2.763 -0.146
N 2.550 -1.805 1.569 0.112
H 2.603 -0.050 -1.073 0.094
H -1.204 -1.750 -2.722 0.106
H -2.122 -0.434 -4.498 0.105
H -1.659 1.828 -4.938 0.101
H -0.223 3.267 -3.723 0.106
H 1.198 2.629 -1.938 0.129
H -0.039 -4.166 -1.210 0.099
H 0.868 -5.980 -2.619 0.103
H 2.883 -5.590 -3.982 0.102
H 3.980 -3.380 -3.957 0.103
H 3.059 -1.565 -2.591 0.091
H 3.877 1.180 0.752 0.112
H 4.878 0.905 3.021 0.109
H 4.368 -1.178 4.308 0.101
H 2.869 -2.875 3.277 0.106
C -5.127 -0.664 -0.160 -0.082
C -3.880 -1.293 -0.296 -0.068
C -2.744 -0.552 -0.468 -0.032
C -2.801 0.854 -0.566 -0.100
C -1.668 1.652 -0.874 -0.185
C -1.801 3.025 -0.870 -0.060
C -3.016 3.650 -0.588 -0.068
C -4.130 2.899 -0.336 -0.038
C -4.052 1.493 -0.344 -0.160
C -5.203 0.700 -0.145 -0.035
H -6.019 -1.265 -0.055 0.101
H -3.826 -2.372 -0.251 0.104
H -1.788 -1.051 -0.531 0.053
H -0.936 3.637 -1.083 0.114
H -3.061 4.729 -0.577 0.104
H -5.081 3.367 -0.129 0.108
H -6.147 1.196 0.022 0.110
N 1.186 0.552 -2.494 0.026
C -0.300 1.119 -1.112 -0.292
H 1.318 0.345 -3.483 0.130
```